(1)
DFT (the ωB97M-V functional and the def2-TZVPD basis) results for C31H54Cl2P2Rh as an isolated structure in a non-equilibrium geometry.

Last column: Löwdin charge in e.
Atoms and positions in Å:
1 P -0.330 0.804 -1.433  1.04
2 C -1.984 0.223 -1.966  -0.46
3 C -2.474 1.045 -3.156  -0.22
4 C -3.905 0.633 -3.505  -0.21
5 C -4.056 -0.879 -3.700  -0.21
6 C -3.464 -1.706 -2.550  -0.20
7 C -2.030 -1.288 -2.230  -0.21
8 C 1.074 0.110 -2.387  -0.47
9 C 0.969 0.514 -3.851  -0.23
10 C 2.291 0.169 -4.540  -0.21
11 C 2.710 -1.292 -4.332  -0.21
12 C 2.629 -1.767 -2.874  -0.20
13 C 1.292 -1.404 -2.233  -0.21
14 C -0.232 2.639 -1.379  -0.46
15 C -1.366 3.241 -0.531  -0.25
16 C -1.331 4.765 -0.596  -0.21
17 C 0.037 5.340 -0.216  -0.21
18 C 1.199 4.655 -0.941  -0.21
19 C 1.133 3.129 -0.870  -0.23
20 H -2.609 0.421 -1.072  0.08
21 H -1.806 0.873 -4.011  0.10
22 H -2.441 2.120 -2.933  0.10
23 H -4.217 1.170 -4.407  0.10
24 H -4.562 0.957 -2.687  0.11
25 H -5.116 -1.126 -3.819  0.10
26 H -3.555 -1.168 -4.632  0.11
27 H -4.077 -1.573 -1.648  0.12
28 H -3.480 -2.772 -2.802  0.11
29 H -1.638 -1.833 -1.358  0.09
30 H -1.387 -1.520 -3.090  0.10
31 H 1.949 0.591 -1.911  0.07
32 H 3.069 0.825 -4.130  0.11
33 H 0.752 1.586 -3.958  0.10
34 H 0.141 -0.039 -4.318  0.10
35 H 2.203 0.393 -5.608  0.10
36 H 3.732 -1.431 -4.701  0.10
37 H 2.063 -1.935 -4.942  0.11
38 H 2.778 -2.852 -2.815  0.11
39 H 3.431 -1.300 -2.286  0.11
40 H 1.271 -1.679 -1.170  0.07
41 H 0.481 -1.953 -2.726  0.10
42 H -0.356 2.939 -2.437  0.10
43 H -2.352 2.878 -0.855  0.10
44 H -1.254 2.895 0.507  0.04
45 H -1.577 5.067 -1.620  0.11
46 H -2.108 5.176 0.055  0.10
47 H 0.179 5.233 0.866  0.11
48 H 0.054 6.413 -0.434  0.10
49 H 2.155 5.000 -0.536  0.10
50 H 1.176 4.940 -1.999  0.11
51 H 1.953 2.700 -1.461  0.10
52 H 1.288 2.772 0.158  0.07
53 Rh 0.100 -0.146 1.574  0.38
54 Cl 2.326 0.327 0.884  -0.01
55 Cl -2.059 0.727 1.656  0.00
56 C -0.640 -1.815 1.079  -0.31
57 H -1.726 -1.847 0.919  0.00
58 C 0.091 -3.047 0.970  -0.36
59 C 1.506 -3.047 0.983  -0.13
60 C 2.213 -4.242 0.971  -0.11
61 C 1.521 -5.462 0.921  -0.13
62 C 0.113 -5.473 0.875  -0.13
63 C -0.602 -4.289 0.887  -0.07
64 H 2.031 -2.088 1.017  0.00
65 H 3.300 -4.222 1.006  0.09
66 H -0.418 -6.424 0.836  0.09
67 H -1.694 -4.273 0.867  0.10
68 H 2.074 -6.401 0.922  0.08
69 C -2.021 -0.503 4.833  -0.17
70 C -0.893 0.527 4.758  -0.43
71 P 0.504 0.089 3.674  0.70
72 C 1.703 1.451 3.886  -0.42
73 C 2.285 1.596 5.282  -0.16
74 C 1.191 -1.540 4.125  -0.38
75 C 1.421 -1.750 5.612  -0.16
76 H -2.628 -0.487 3.921  0.01
77 H -2.670 -0.233 5.671  0.06
78 H -1.651 -1.523 4.995  0.06
79 H -1.276 1.482 4.373  0.06
80 H -0.453 0.715 5.746  0.06
81 H 2.487 1.286 3.137  -0.01
82 H 1.162 2.358 3.587  0.08
83 H 2.898 0.732 5.560  0.05
84 H 2.929 2.482 5.297  0.06
85 H 1.504 1.739 6.038  0.06
86 H 0.494 -2.286 3.714  0.07
87 H 2.122 -1.640 3.546  0.08
88 H 0.539 -1.492 6.209  0.06
89 H 1.639 -2.809 5.771  0.07
90 H 2.278 -1.169 5.964  0.05

spin multiplicity	5
Kohn-Sham gap (alpha / beta)	0.181 / 0.247	Ha
net charge	-1
M	662.53	g/mol

(2)
DFT (the ωB97M-V functional and the def2-TZVPD basis) results for a 2-piece molecular cluster, C2H8S2 overall in a non-equilibrium geometry.

Last column: Löwdin charge in e.
Atoms and positions in Å:
1 C 1.350 0.291 3.400  -0.54
2 S 1.352 -1.442 2.989  0.61
3 H 1.119 0.918 2.522  0.03
4 H 2.357 0.554 3.764  0.03
5 H 0.619 0.516 4.195  0.03
6 H 0.093 -1.518 2.508  -0.15
7 C -1.217 0.074 -2.775  -0.56
8 S -0.341 0.755 -4.147  0.62
9 H -2.194 0.567 -2.632  0.03
10 H -0.625 0.193 -1.852  0.03
11 H -1.388 -1.002 -2.948  0.03
12 H -1.126 0.093 -5.023  -0.14

SMILES string	CS.CS
spin multiplicity	1
Kohn-Sham gap	0.355	Ha
relative energy (zero: lowest compared OMol25 entry of this formula, charge and spin)	0.453	eV
M	96.22	g/mol

(3)
DFT (the ωB97M-V functional and the def2-TZVPD basis) results for C4H8O as an isolated structure in a non-equilibrium geometry.

Last column: Löwdin charge in e.
Atoms and positions in Å:
1 C 0.932 0.607 -1.491  -0.15
2 C 0.294 -1.274 0.565  -0.14
3 C -0.906 0.997 0.676  -0.14
4 C -0.387 -0.112 -0.135  -0.34
5 O 1.018 1.770 -1.673  0.01
6 H 1.534 -0.138 -2.212  0.12
7 H 1.300 -1.613 0.163  0.09
8 H -0.214 -2.254 0.635  0.08
9 H 0.531 -0.968 1.534  0.04
10 H -0.004 1.562 1.089  0.10
11 H -1.383 0.378 1.541  0.11
12 H -1.660 1.727 0.172  0.11
13 H -1.054 -0.684 -0.865  0.12

spin multiplicity	1
Kohn-Sham gap	0.353	Ha
relative energy (zero: lowest compared OMol25 entry of this formula, charge and spin)	2.665	eV
M	72.11	g/mol